18
Properties=species:S:1:pos:R:3:forces:R:3:nbo_charge:R:1 method="wB97M-V/def2-TZVPD" orbital_gap_ev=10.3 e_tot_ev=-11382.4757 multiplicity=1 e_above_lowest_kj_mol=427.2
H -3.218 -1.260 -0.874 -0.33 0.54 0.56 0.317
N -3.341 -0.462 -0.210 0.97 -0.61 -1.04 -0.661
C -2.190 -0.044 0.143 -0.51 -1.36 0.06 0.265
N -0.924 -0.526 -0.176 -0.27 0.18 -0.40 -0.369
O 0.045 -0.238 0.790 -1.67 -0.22 0.68 -0.390
C 0.959 0.694 0.332 2.93 -2.05 1.87 0.391
C 0.406 1.940 -0.281 0.34 -0.54 0.68 -0.665
O 1.850 -0.030 -0.543 0.46 0.65 -0.16 -0.567
C 2.521 -1.209 -0.053 -1.12 -0.34 1.19 -0.256
H -2.152 0.749 0.840 0.22 1.00 0.67 0.163
H -0.801 -1.482 -0.471 -0.31 -0.04 -0.08 0.377
H 1.521 0.851 1.330 -0.60 0.34 -1.44 0.159
H 1.220 2.644 -0.246 0.10 0.55 -0.15 0.230
H -0.414 2.277 0.396 0.43 -0.09 -1.01 0.228
H 0.176 1.704 -1.312 -0.61 0.35 -0.08 0.242
H 3.125 -1.106 0.886 -0.85 0.48 -0.41 0.174
H 1.807 -2.077 0.089 0.61 1.02 -0.03 0.168
H 3.250 -1.530 -0.765 0.22 0.14 -0.92 0.196

***

18
Properties=species:S:1:pos:R:3:forces:R:3:nbo_charge:R:1 method="wB97M-V/def2-TZVPD" orbital_gap_ev=10.1 e_tot_ev=-11385.1032 multiplicity=1 e_above_lowest_kj_mol=173.6 smiles="NCCNCC(=O)O"
N 0.012 2.054 -1.258 -0.08 -0.54 0.27 -0.862
C -1.085 1.132 -1.071 -1.75 -0.44 -0.17 -0.233
C -0.812 -0.204 -1.754 0.98 0.26 2.65 -0.224
N 0.317 -0.775 -0.948 -0.47 -1.03 -1.15 -0.662
C -0.117 -1.420 0.322 1.31 0.90 -1.41 -0.353
C 0.483 -0.642 1.510 -0.58 -0.91 0.69 0.768
O 0.403 -1.132 2.606 0.12 0.15 0.15 -0.590
O 1.068 0.536 1.302 -0.59 -0.04 -1.85 -0.681
H 0.589 1.756 -2.037 -0.17 0.65 0.04 0.370
H -0.254 3.025 -1.242 0.21 0.00 -0.29 0.383
H -2.111 1.385 -1.422 0.66 0.85 -0.23 0.178
H -1.284 0.949 0.008 0.36 -0.01 -0.41 0.179
H -1.727 -0.795 -1.604 0.22 -0.18 -0.74 0.183
H -0.457 -0.075 -2.771 -0.40 -0.10 -0.28 0.199
H 0.836 -1.421 -1.552 -0.23 0.19 0.67 0.373
H -1.193 -1.512 0.353 -0.41 0.41 0.41 0.214
H 0.218 -2.454 0.336 0.38 0.03 0.36 0.231
H 0.939 0.757 0.316 0.43 -0.18 1.31 0.528

***

18
Properties=species:S:1:pos:R:3:forces:R:3:nbo_charge:R:1 method="wB97M-V/def2-TZVPD" orbital_gap_ev=10.3 e_tot_ev=-11385.2663 multiplicity=1 e_above_lowest_kj_mol=157.9 smiles="CC(N)=O.CC(N)=O"
C -3.942 -0.100 0.109 -0.34 -1.31 -0.97 -0.725
C -2.421 -0.150 -0.043 1.38 -0.87 2.16 0.672
N -1.925 1.092 -0.090 2.35 0.88 -1.10 -0.814
O -1.642 -1.131 0.103 -2.25 1.56 -1.20 -0.654
H -4.361 -0.627 -0.797 0.27 0.02 1.13 0.243
H -4.364 0.935 -0.040 0.60 -1.03 0.88 0.224
H -4.181 -0.667 1.064 -0.17 0.97 -1.30 0.251
H -0.929 1.271 -0.266 -0.46 -0.62 0.36 0.416
H -2.377 1.900 0.250 -1.02 0.48 0.02 0.391
C 3.974 -0.121 0.213 1.64 0.90 -1.30 -0.722
C 2.497 0.096 -0.040 -2.80 3.39 1.20 0.646
N 1.664 -0.903 -0.258 0.27 -3.88 -0.19 -0.791
O 1.851 1.213 -0.028 3.18 -1.72 0.16 -0.691
H 4.336 -1.148 0.403 -0.89 0.22 -0.05 0.227
H 4.427 0.505 1.100 -1.09 -0.71 -2.30 0.260
H 4.396 0.088 -0.888 -0.25 0.15 2.65 0.249
H 0.693 -0.663 -0.203 -0.46 -0.04 -0.17 0.429
H 1.867 -1.927 -0.220 0.08 1.62 0.02 0.389

***

18
Properties=species:S:1:pos:R:3:forces:R:3:nbo_charge:R:1 method="wB97M-V/def2-TZVPD" orbital_gap_ev=10.3 e_tot_ev=-11385.0000 multiplicity=1 e_above_lowest_kj_mol=183.6 smiles="CC(N)=O.CC(N)=O"
C 2.087 1.150 -0.089 0.41 2.84 -0.23 -0.722
C 2.354 -0.120 -0.843 -2.57 -3.02 0.98 0.669
N 1.208 -0.965 -1.117 2.08 2.34 0.48 -0.872
O 3.462 -0.572 -0.909 0.96 0.26 -0.95 -0.579
H 1.200 1.189 0.557 0.31 -0.32 -0.27 0.196
H 1.989 2.106 -0.760 0.29 -1.89 0.97 0.240
H 2.964 1.322 0.587 -0.73 -0.14 -0.75 0.254
H 1.243 -1.766 -1.698 0.66 -0.54 -0.37 0.396
H 0.294 -0.668 -0.855 -0.47 0.07 -0.30 0.397
C -2.188 -0.042 2.088 1.67 0.13 0.93 -0.741
C -2.402 0.063 0.600 5.64 0.60 1.11 0.729
N -1.106 0.271 -0.182 -2.01 1.05 0.08 -0.926
O -3.441 -0.049 0.113 -3.13 -0.08 -2.20 -0.513
H -3.118 -0.202 2.565 -1.07 -0.23 0.35 0.239
H -1.767 0.883 2.521 -0.19 -0.12 -0.49 0.232
H -1.488 -0.821 2.477 -0.42 0.29 -0.88 0.242
H -1.022 1.077 -0.838 -1.15 -1.01 0.31 0.395
H -0.273 0.410 0.356 -0.29 -0.24 1.22 0.364

***

18
Properties=species:S:1:pos:R:3:forces:R:3:nbo_charge:R:1 method="wB97M-V/def2-TZVPD" orbital_gap_ev=8.7 e_tot_ev=-11380.9277 multiplicity=1 e_above_lowest_kj_mol=576.5
C 1.535 0.607 -0.377 1.86 -1.08 0.38 0.239
C 0.550 -1.352 -0.315 0.99 1.64 -0.61 -0.263
C -0.764 -1.490 0.208 -1.93 1.96 0.42 -0.588
C -1.782 0.066 0.252 1.04 -2.98 0.76 0.549
N -1.128 0.980 -0.386 2.51 0.53 -1.12 -0.834
O 1.453 1.815 -1.108 -0.72 -0.13 -0.14 -0.749
O 1.854 0.856 0.964 -0.43 0.01 -0.10 -0.733
N -2.901 -0.010 0.820 -0.28 0.62 0.14 -0.764
H 2.280 2.301 -0.990 0.01 -0.19 0.09 0.486
H 1.108 1.315 1.373 -0.01 -0.03 0.01 0.474
H 2.395 0.050 -0.763 -0.23 -0.07 0.04 0.145
H 0.003 0.689 -0.621 -3.19 0.30 0.71 0.390
H -1.331 1.956 -0.232 -0.08 -0.07 -0.11 0.405
H -3.070 -0.841 1.374 0.16 -0.09 -0.31 0.354
H 0.695 -1.537 -1.374 0.11 -0.17 0.11 0.208
H 1.373 -1.604 0.341 0.09 0.06 -0.17 0.218
H -1.451 -2.040 -0.426 0.05 -0.16 0.03 0.242
H -0.821 -1.760 1.259 0.04 -0.16 -0.10 0.224

***

18
Properties=species:S:1:pos:R:3:forces:R:3:nbo_charge:R:1 method="wB97M-V/def2-TZVPD" orbital_gap_ev=8.7 e_tot_ev=-11377.4899 multiplicity=1 e_above_lowest_kj_mol=908.2
C -1.820 -1.254 -0.698 -0.63 0.49 0.24 -0.470
C 0.731 0.258 -0.096 -3.06 3.59 1.71 0.795
C -1.029 2.033 0.218 -2.24 -1.26 -0.38 -0.276
C 2.984 -0.523 0.085 -1.48 -2.64 2.60 -0.277
H -1.023 -0.570 -1.477 -2.82 -2.89 1.90 0.235
H -3.042 -0.796 -0.909 3.74 -1.98 0.55 0.220
H -1.673 -2.702 -0.613 -0.54 4.62 -0.96 0.197
H -1.491 -1.196 1.456 -0.57 -1.91 1.41 0.366
H -1.149 3.102 -0.096 1.16 -0.72 0.85 0.199
H -1.131 1.835 1.490 0.29 0.54 -4.21 0.217
H -2.038 1.650 -0.488 2.81 0.27 2.59 0.182
H 2.688 -1.597 -0.231 -0.58 1.43 1.51 0.194
H 3.108 -0.257 1.196 -0.06 -1.51 -1.33 0.192
H 3.961 -0.665 -0.307 0.96 2.06 -1.33 0.209
N -1.368 -0.688 0.646 0.69 2.23 -4.44 -0.496
N 0.038 -0.573 0.521 2.60 -3.12 1.07 -0.454
O 0.227 1.513 -0.382 -1.49 1.31 -0.32 -0.552
O 2.028 0.430 -0.317 1.20 -0.51 -1.47 -0.482